No. 1
ORCA calculation (ωB97M-V/def2-TZVPD) on C12H15Cl2NO5S in the gas phase.

Properties
HOMO-LUMO gap: 10.339 eV
ΔE to the lowest compared entry with this formula, charge and spin: 8.1 kJ/mol
E_tot: -60295.106 eV
SMILES: CS(=O)(=O)c1ccc([C@@H](O)[C@@H](CO)NC(=O)C(Cl)Cl)cc1
spin multiplicity: 1

Positions of all 36 atoms, in Å:
Cl 5.472 0.851 0.710
Cl 4.948 -1.920 -0.014
S -5.523 -0.091 -0.295
O -5.804 -1.024 -1.351
O -5.964 1.268 -0.446
O 0.896 -1.443 1.214
O 1.293 2.599 0.515
O 3.390 0.649 -2.165
N 2.615 0.045 -0.118
C 1.209 0.316 -0.359
C 0.989 1.819 -0.614
C -3.758 -0.099 0.034
C -1.061 -0.131 0.592
C -6.224 -0.749 1.249
C -3.008 -1.200 -0.328
C 0.421 -0.152 0.881
C 3.554 0.184 -1.061
C 4.955 -0.242 -0.594
C -1.830 0.971 0.949
C -3.185 0.988 0.665
C -1.653 -1.214 -0.051
H -1.363 1.812 1.437
H 0.878 -0.241 -1.245
H 0.642 0.550 1.701
H 2.245 2.568 0.664
H -0.065 1.996 -0.835
H 2.817 -0.513 0.701
H 1.588 2.117 -1.480
H -5.942 -0.086 2.056
H -3.493 -2.017 -0.838
H -1.044 -2.061 -0.331
H -3.804 1.837 0.909
H -5.832 -1.746 1.397
H 0.341 -1.810 1.910
H 5.672 -0.158 -1.413
H -7.301 -0.776 1.138

---

No. 2
ORCA calculation (ωB97M-V/def2-TZVPD) on C12H15ClCoN6O4P as an isolated structure.

Properties
⟨S²⟩: 6.010
HOMO-LUMO gap (spin up / spin down): 9.407 / 5.994 eV
E_tot: -89232.624 eV
spin multiplicity: 5
total charge: +2

Positions of all 40 atoms, in Å:
Co 0.920 -0.666 -1.722
Cl 2.798 -2.024 -2.401
P -0.767 0.558 0.925
O 1.430 -2.453 -2.815
O 2.776 -0.589 -2.812
O 2.708 -1.961 -0.939
O 3.840 -2.776 -2.934
N 1.679 0.662 -0.432
N -1.071 -2.208 1.481
N -0.668 0.484 -1.887
N -0.110 -1.800 -0.434
N -2.323 1.687 -1.157
N 1.774 1.695 1.485
C -3.270 2.377 -0.262
C -1.341 0.970 -2.988
C -1.281 0.932 -0.788
C 3.012 1.803 0.902
C -0.793 -3.420 0.898
C 2.950 1.158 -0.293
C 1.405 2.257 2.794
C -1.723 -2.029 2.787
C -0.194 -3.162 -0.296
C 0.989 0.980 0.663
C -0.628 -1.242 0.660
C -2.375 1.721 -2.530
H -1.028 -1.587 3.496
H 0.161 -3.846 -1.046
H 0.540 2.906 2.686
H 3.819 2.335 1.376
H -3.993 2.899 -0.880
H -3.135 2.271 -3.060
H -1.053 -4.351 1.370
H -2.738 3.098 0.354
H -1.047 0.754 -4.001
H -2.023 -3.007 3.150
H -3.788 1.651 0.358
H -2.605 -1.405 2.677
H 3.709 1.032 -1.044
H 1.197 1.458 3.501
H 2.244 2.841 3.157

---

No. 3
ORCA calculation (ωB97M-V/def2-TZVPD) on C12H15ClN2O2SSn as an isolated structure.

Properties
HOMO-LUMO gap (spin up / spin down): 5.551 / 5.554 eV
E_tot: -48932.801 eV
spin multiplicity: 1
total charge: +2

Positions of all 34 atoms, in Å:
Sn -0.086 0.465 -0.044
Cl -1.830 2.079 -1.008
S -0.398 -1.334 1.789
O -3.010 1.932 1.607
O 3.179 1.894 1.318
N -1.405 -0.028 3.921
N 0.912 -0.084 3.799
C 0.620 -2.379 -1.364
C 0.638 0.752 -3.423
C -2.036 1.522 1.048
C 2.223 1.405 0.896
C -1.421 0.698 5.215
C -0.107 1.436 5.385
C 0.387 -0.400 -2.534
C -0.908 -0.710 -1.888
C -0.296 -0.404 3.275
C -0.739 -1.997 -1.216
C 1.071 0.531 5.120
C 1.294 -1.416 -2.174
H -0.088 2.297 4.712
H -0.186 1.470 -3.430
H 1.685 -0.582 3.384
H -1.563 -0.038 6.022
H 1.557 1.288 -3.162
H -1.541 -2.588 -0.755
H -2.291 -0.345 3.522
H 1.061 -3.303 -0.988
H 1.134 -0.256 5.879
H -1.865 -0.329 -2.222
H 2.009 1.093 5.106
H 2.322 -1.491 -2.549
H 0.766 0.394 -4.453
H -0.052 1.829 6.400
H -2.284 1.383 5.199

---

What did the third record say?
ORCA calculation (ωB97M-V/def2-TZVPD) on C12H15ClN2O2SSn as an isolated structure.

Properties
HOMO-LUMO gap (spin up / spin down): 5.551 / 5.554 eV
E_tot: -48932.801 eV
spin multiplicity: 1
total charge: +2

Positions of all 34 atoms, in Å:
Sn -0.086 0.465 -0.044
Cl -1.830 2.079 -1.008
S -0.398 -1.334 1.789
O -3.010 1.932 1.607
O 3.179 1.894 1.318
N -1.405 -0.028 3.921
N 0.912 -0.084 3.799
C 0.620 -2.379 -1.364
C 0.638 0.752 -3.423
C -2.036 1.522 1.048
C 2.223 1.405 0.896
C -1.421 0.698 5.215
C -0.107 1.436 5.385
C 0.387 -0.400 -2.534
C -0.908 -0.710 -1.888
C -0.296 -0.404 3.275
C -0.739 -1.997 -1.216
C 1.071 0.531 5.120
C 1.294 -1.416 -2.174
H -0.088 2.297 4.712
H -0.186 1.470 -3.430
H 1.685 -0.582 3.384
H -1.563 -0.038 6.022
H 1.557 1.288 -3.162
H -1.541 -2.588 -0.755
H -2.291 -0.345 3.522
H 1.061 -3.303 -0.988
H 1.134 -0.256 5.879
H -1.865 -0.329 -2.222
H 2.009 1.093 5.106
H 2.322 -1.491 -2.549
H 0.766 0.394 -4.453
H -0.052 1.829 6.400
H -2.284 1.383 5.199